Entry 1:
ORCA calculation (ωB97M-V with the def2-TZVPD basis set) on 5 unconnected molecules or ions with the total composition C22H45N6O6S in a non-equilibrium geometry.

- multiplicity = 2
- frontier orbital gap (spin up / spin down) (eV) = 8.7 / 9.4
- max |F| (eV/A) = 2.73

Last column: Löwdin charge in e.
Positions of all 80 atoms, in Å:
C (0.19667, 0.86698, -1.27212)  -0.03
C (0.15922, -0.63258, -1.65329)  -0.45
C (-1.35906, -0.92862, -1.84516)  -0.03
C (0.60246, -1.41153, -0.37628)  -0.10
C (1.69186, -2.51900, -0.57029)  -0.63
S (1.26153, -3.89040, 0.64676)  0.81
N (3.03831, -1.99338, -0.19780)  0.14
C (3.31011, -2.08848, 0.99368)  -0.39
O (3.47611, -1.88861, 2.13569)  0.15
C (1.67255, -3.18832, -1.97441)  -0.11
C (1.19229, -2.31017, -3.16910)  -0.45
C (0.01001, -3.01525, -3.87158)  -0.04
C (2.35068, -2.34138, -4.22033)  -0.04
N (0.95933, -0.88028, -2.84869)  -0.09
O (2.10940, -0.28765, -2.79282)  0.00
H (-0.45118, 1.41057, -1.96793)  0.09
H (-0.24866, 0.99530, -0.28220)  0.07
H (1.20843, 1.25890, -1.20505)  0.06
H (-1.61117, -1.95679, -1.57511)  0.07
H (-1.66032, -0.68952, -2.86880)  0.09
H (-1.89358, -0.28638, -1.14388)  0.06
H (-0.26668, -1.90196, 0.05512)  0.08
H (0.96420, -0.71659, 0.38358)  0.12
H (-0.08777, -3.92818, 0.67357)  -0.12
H (1.04959, -4.07911, -1.90504)  0.08
H (2.68037, -3.54750, -2.19007)  0.12
H (0.34649, -3.95213, -4.33422)  0.06
H (-0.76116, -3.25102, -3.13237)  0.07
H (-0.37791, -2.36912, -4.66500)  0.09
H (2.26080, -3.30498, -4.73831)  0.08
H (3.33487, -2.34065, -3.75864)  0.08
H (2.22701, -1.57878, -4.98943)  0.09
C (3.46340, 2.46512, 2.10924)  -0.01
C (3.27961, 3.06111, 0.73486)  -0.55
O (2.18237, 3.14658, 0.20906)  0.03
N (4.38806, 3.50649, 0.08488)  0.01
C (5.76551, 3.49030, 0.53841)  -0.08
H (2.49363, 2.15896, 2.49084)  0.08
H (4.11056, 1.58799, 2.06139)  0.08
H (3.88851, 3.20286, 2.79147)  0.08
H (4.18994, 3.88918, -0.82602)  0.14
H (6.14792, 4.51274, 0.55991)  0.08
H (6.36644, 2.90870, -0.16302)  0.08
H (5.85408, 3.05597, 1.52843)  0.07
C (-1.83778, -6.37177, -5.61877)  -0.01
C (-0.83716, -6.61277, -4.51557)  -0.56
O (0.34798, -6.35229, -4.64767)  0.02
N (-1.29652, -7.13555, -3.34801)  0.01
C (-2.65511, -7.50733, -2.99959)  -0.08
H (-1.31923, -5.95483, -6.47706)  0.08
H (-2.30858, -7.30904, -5.91853)  0.08
H (-2.59953, -5.66145, -5.29385)  0.08
H (-0.57357, -7.26851, -2.65810)  0.14
H (-2.97090, -6.93260, -2.12710)  0.08
H (-2.68189, -8.56848, -2.74555)  0.08
H (-3.34220, -7.31937, -3.81759)  0.07
C (-2.73725, 2.44830, 1.00286)  0.00
C (-2.54712, 1.21104, 1.84477)  -0.54
O (-2.22543, 0.13530, 1.35352)  0.01
N (-2.74223, 1.32413, 3.17894)  0.02
C (-3.12087, 2.50670, 3.93785)  -0.08
H (-2.54511, 2.19963, -0.03732)  0.07
H (-3.76142, 2.81415, 1.08977)  0.08
H (-2.03707, 3.22685, 1.30926)  0.09
H (-2.59722, 0.46144, 3.67888)  0.14
H (-2.35247, 2.71059, 4.66926)  0.06
H (-4.06171, 2.30074, 4.45835)  0.08
H (-3.24509, 3.37007, 3.29809)  0.07
C (-1.85545, 6.85255, 4.08319)  0.00
C (-1.67561, 5.63810, 4.95966)  -0.53
O (-1.36307, 4.54934, 4.50088)  0.01
N (-1.87420, 5.78723, 6.29589)  0.01
C (-2.24669, 6.98691, 7.02309)  -0.07
H (-1.66300, 6.57231, 3.05162)  0.08
H (-2.87685, 7.22888, 4.15675)  0.09
H (-1.15110, 7.63510, 4.36747)  0.09
H (-1.73631, 4.93681, 6.81870)  0.14
H (-1.47297, 7.21415, 7.75826)  0.08
H (-3.18578, 6.80908, 7.54975)  0.08
H (-2.36635, 7.83521, 6.35799)  0.07

Entry 2:
ORCA calculation (ωB97M-V with the def2-TZVPD basis set) on a molecular structure, C22H46Cl2NbO11S2 in a non-equilibrium geometry.

- ΔE to the lowest compared entry with this formula, charge and spin (kJ/mol) = 0.0
- frontier orbital gap (eV) = 6.0
- max |F| (eV/A) = 1.88
- net charge = -1

Last column: Löwdin charge in e.
Positions of all 84 atoms, in Å:
C (-1.26080, 2.06364, 1.87003)  -0.12
O (0.03955, 1.70676, 1.46615)  -0.20
C (0.26925, 0.31570, 1.29548)  -0.25
C (0.13917, -0.50390, 2.57402)  -0.21
C (0.82557, 0.10455, 3.80129)  -0.30
C (2.21160, 0.71068, 3.52777)  -0.36
Nb (3.90967, -0.64178, 2.94038)  1.31
C (5.20623, 0.84949, 1.88118)  -0.40
C (6.23334, 0.43894, 0.81749)  -0.33
C (5.64778, -0.27693, -0.40305)  -0.27
C (4.47156, 0.41452, -1.06534)  -0.26
C (3.85797, -0.44659, -2.15710)  -0.22
C (2.68921, 0.19900, -2.90980)  -0.21
C (1.50763, -0.74429, -3.10368)  -0.19
C (0.39460, -0.19189, -3.97298)  -0.17
O (-0.59283, 0.54900, -3.21588)  -0.01
C (-1.86294, 0.10613, -3.24579)  -0.55
C (-2.07300, -1.29678, -2.71587)  0.03
O (-2.74309, 0.80986, -3.61037)  0.12
C (3.05287, -2.66235, 3.74447)  -0.90
Cl (3.05018, -2.45880, 5.53195)  0.46
C (3.72719, -3.93454, 3.33268)  -0.84
C (3.63325, -4.15315, 1.82336)  -0.18
Cl (3.00615, -5.43205, 4.15613)  0.46
H (-1.86918, 1.18330, 2.10790)  0.07
H (-1.21443, 2.69012, 2.76403)  0.09
H (-1.76146, 2.63055, 1.07477)  0.08
H (1.28180, 0.24197, 0.89031)  0.09
H (-0.42286, -0.08329, 0.53520)  0.11
H (0.52429, -1.50846, 2.35995)  0.09
H (-0.92682, -0.63754, 2.80368)  0.10
H (0.92201, -0.67111, 4.56986)  0.07
H (0.14244, 0.85395, 4.22632)  0.09
H (2.55595, 1.19360, 4.45534)  0.03
H (2.14437, 1.51177, 2.77539)  0.03
H (4.80107, -0.21429, 4.49170)  -0.12
H (5.44545, -1.68075, 2.84799)  -0.08
H (3.43791, -1.23010, 1.22413)  -0.06
H (4.49521, 1.59066, 1.48098)  0.03
H (5.75721, 1.34985, 2.68906)  0.03
H (6.82591, 1.30574, 0.47524)  0.09
H (6.94713, -0.24312, 1.28874)  0.08
H (5.34574, -1.28886, -0.11054)  0.07
H (6.44281, -0.39129, -1.15710)  0.11
H (3.70647, 0.65965, -0.32120)  0.08
H (4.81849, 1.35972, -1.51154)  0.12
H (3.53594, -1.39672, -1.70927)  0.11
H (4.65021, -0.70641, -2.87220)  0.11
H (3.03073, 0.50723, -3.90651)  0.11
H (2.35758, 1.11128, -2.39921)  0.12
H (1.86439, -1.67179, -3.56908)  0.12
H (1.10045, -1.02440, -2.12538)  0.12
H (-0.11036, -0.98734, -4.53071)  0.12
H (0.77355, 0.52868, -4.70203)  0.13
H (-2.89908, -1.77879, -3.24016)  0.09
H (-1.18205, -1.91911, -2.77813)  0.08
H (-2.34191, -1.20661, -1.65946)  0.09
H (1.99172, -2.73859, 3.47558)  0.02
H (4.76248, -3.91417, 3.66366)  0.06
H (2.75192, -3.67153, 1.39460)  0.05
H (4.50954, -3.71597, 1.34045)  0.05
H (3.58672, -5.21851, 1.59994)  0.04
C (-6.33865, 1.45619, -4.41419)  -0.15
C (-5.26328, 1.14593, -5.43544)  -0.15
O (-5.98836, 0.44391, -6.46811)  -0.19
S (-7.45662, 1.02751, -6.60622)  0.58
O (-7.52692, 1.98958, -7.65169)  -0.23
O (-8.37054, -0.06191, -6.58410)  -0.23
O (-7.48152, 1.80674, -5.21725)  -0.19
H (-6.58502, 0.58736, -3.80388)  0.13
H (-6.09467, 2.30443, -3.78152)  0.14
H (-4.48045, 0.50148, -5.04953)  0.11
H (-4.82704, 2.05131, -5.85689)  0.14
C (-5.13300, 1.29211, 1.94969)  -0.16
C (-6.60004, 1.65227, 2.10600)  -0.16
O (-6.73798, 1.87254, 3.51671)  -0.19
S (-5.40420, 2.52650, 4.10764)  0.59
O (-5.53573, 3.93971, 4.17877)  -0.22
O (-5.02264, 1.77737, 5.25049)  -0.21
O (-4.47305, 2.17993, 2.86183)  -0.20
H (-4.93011, 0.26180, 2.24366)  0.14
H (-4.74183, 1.48383, 0.95416)  0.13
H (-7.27532, 0.84919, 1.82470)  0.13
H (-6.85450, 2.56765, 1.57037)  0.13

Entry 3:
ORCA calculation (ωB97M-V with the def2-TZVPD basis set) on a molecular structure, C22H46CuN4PS5.

- multiplicity = 2
- frontier orbital gap (spin up / spin down) (eV) = 7.3 / 5.2
- max |F| (eV/A) = 0.41
- net charge = +1

Last column: Löwdin charge in e.
Positions of all 79 atoms, in Å:
Cu (-0.58340, 1.31280, -0.03330)  0.15
N (-3.58628, -0.12280, 2.54668)  0.16
C (-3.80259, -1.50263, 3.10477)  -0.27
C (-4.16376, -2.47791, 1.99247)  -0.11
C (-3.03653, -2.67828, 0.97941)  -0.36
N (-2.91698, -1.47260, 0.14706)  0.06
C (-1.71901, -2.99856, 1.69280)  -0.10
C (-1.35144, -2.05899, 2.83740)  -0.33
N (-1.05446, -0.69962, 2.33183)  0.03
C (-2.51838, -1.93637, 3.82152)  -0.09
H (-4.03848, 0.00716, 1.64296)  0.13
H (-2.49229, -0.12388, 2.32583)  0.06
H (-3.85694, 0.61752, 3.18624)  0.15
H (-4.62383, -1.46179, 3.81822)  0.15
H (-5.07647, -2.15542, 1.48351)  0.13
H (-4.38972, -3.43580, 2.46637)  0.13
H (-3.28741, -3.55643, 0.37561)  0.14
H (-3.63799, -1.46852, -0.56564)  0.09
H (-2.02380, -1.43723, -0.33501)  0.04
H (-0.89955, -3.03259, 0.96961)  0.11
H (-1.80735, -4.00291, 2.11431)  0.13
H (-0.47962, -2.47216, 3.34847)  0.14
H (-0.66396, -0.68041, 1.39151)  0.01
H (-0.44804, -0.16204, 2.94250)  0.11
H (-2.26436, -1.22385, 4.61229)  0.13
H (-2.69814, -2.89818, 4.30345)  0.13
C (1.01994, -3.00562, -2.09102)  -0.09
C (1.13877, -1.69977, -2.89138)  -0.59
C (-0.24571, -1.44712, -3.52353)  -0.08
C (2.18038, -1.89800, -3.99646)  -0.07
P (1.51782, -0.30210, -1.68396)  0.96
N (0.17810, -0.13524, -0.79314)  -0.23
C (2.85421, -0.79697, -0.44866)  -0.59
C (3.34062, 0.46018, 0.29361)  -0.08
C (2.24292, -1.71058, 0.62664)  -0.09
C (4.05305, -1.49208, -1.10103)  -0.07
C (2.01686, 1.25112, -2.63264)  -0.59
C (1.87691, 2.50245, -1.74705)  -0.11
C (3.44033, 1.20287, -3.19868)  -0.07
C (1.01029, 1.44653, -3.78086)  -0.08
H (0.62768, -3.77553, -2.75899)  0.09
H (0.32417, -2.90209, -1.25842)  0.06
H (1.97723, -3.36162, -1.71675)  0.07
H (-0.61504, -2.39197, -3.92870)  0.09
H (-0.21500, -0.73487, -4.34210)  0.06
H (-0.96852, -1.09321, -2.78780)  0.06
H (1.89460, -2.78090, -4.57454)  0.10
H (3.18106, -2.07583, -3.60550)  0.07
H (2.22157, -1.06219, -4.69019)  0.07
H (2.51401, 1.06450, 0.67039)  0.07
H (3.98602, 1.08496, -0.31824)  0.07
H (3.92896, 0.13531, 1.15467)  0.10
H (1.44528, -1.19776, 1.16586)  0.05
H (3.03147, -1.95188, 1.34370)  0.10
H (1.85387, -2.64775, 0.23747)  0.06
H (4.47706, -0.92569, -1.92707)  0.07
H (3.81192, -2.49296, -1.45442)  0.07
H (4.83268, -1.59577, -0.34203)  0.10
H (2.61455, 2.57374, -0.95626)  0.06
H (0.88430, 2.58420, -1.29691)  0.02
H (1.99458, 3.38187, -2.38369)  0.10
H (4.19716, 1.24901, -2.41818)  0.07
H (3.57689, 2.08458, -3.82956)  0.10
H (3.63195, 0.32866, -3.81636)  0.07
H (-0.02285, 1.36368, -3.43678)  0.08
H (1.16590, 0.75299, -4.60339)  0.07
H (1.13870, 2.45449, -4.17941)  0.10
C (-3.29711, 4.94644, 3.86704)  -0.38
S (-3.20033, 5.48266, 2.13626)  0.81
C (-1.49029, 5.21204, 1.83941)  -1.02
C (-0.91815, 4.03478, 1.53482)  -1.09
S (-1.73211, 2.49473, 1.38148)  0.54
S (0.81063, 4.08454, 1.30316)  0.87
C (1.05322, 5.79204, 1.53063)  -1.50
S (2.51129, 6.50823, 1.38956)  0.57
S (-0.42379, 6.59834, 1.92745)  0.93
H (-4.35301, 4.94995, 4.13404)  0.03
H (-2.75780, 5.63543, 4.51265)  0.04
H (-2.89652, 3.93865, 3.96403)  0.02